Model A:
Here is a 2-piece molecular cluster, C6H9NO2 overall from the OMol25 dataset. Energies are from the ωB97M-V functional and the def2-TZVPD basis.

SMILES string: C[C@H]1C[C@]1(O)C#N.C=O
Kohn-Sham gap, eV: 10.398
2S+1: 1
Molar mass, g/mol: 127.143

Last columns: bonded neighbours and bond lengths (Å).
CARTESIAN COORDINATES (ANGSTROEM)
1 C -1.39925 0.20386 1.16535  C2 1.506, H8 1.086, H9 1.084, H10 1.090
2 C -0.97340 -0.37778 -0.15686  C1 1.506, C3 1.497, C4 1.527, H11 1.084
3 C -1.46022 0.24104 -1.43011  C2 1.497, C4 1.512, H12 1.079, H13 1.079
4 C -0.01268 0.42314 -1.03323  C2 1.527, C3 1.512, O5 1.387, C6 1.429
5 O 0.39745 1.68708 -0.63417  C4 1.387, H14 0.970
6 C 0.95209 -0.33941 -1.76141  C4 1.429, N7 1.147
7 N 1.73550 -0.96480 -2.31829  C6 1.147
8 H -0.65524 0.01554 1.93415  C1 1.086
9 H -2.33854 -0.23799 1.47770  C1 1.084
10 H -1.53712 1.28072 1.07301  C1 1.090
11 H -0.83237 -1.45236 -0.15854  C2 1.084
12 H -2.07300 1.12633 -1.35839  C3 1.079
13 H -1.67757 -0.38946 -2.27891  C3 1.079
14 H 0.98794 1.60349 0.13047  O5 0.970
15 C 2.22320 -0.71165 1.33583  O16 1.204, H17 1.102, H18 1.101
16 O 1.86061 0.42966 1.46469  C15 1.204
17 H 2.59893 -1.10720 0.37886  C15 1.102
18 H 2.20366 -1.43019 2.16984  C15 1.101

natural (NBO) population analysis, charges in e, atoms 1 to 5:
1. C -0.615
2. C -0.212
3. C -0.397
4. C 0.117
5. O -0.685



Model B:
Here is a 2-piece molecular cluster, C6H9NO2 overall from the OMol25 dataset. Energies are from the ωB97M-V functional and the def2-TZVPD basis.

SMILES string: CC(=O)C(C)=O.C#CN
Kohn-Sham gap, eV: 9.404
2S+1: 1
Molar mass, g/mol: 127.143

Last columns: bonded neighbours and bond lengths (Å).
CARTESIAN COORDINATES (ANGSTROEM)
1 C -1.76711 -1.15543 0.36261  C2 1.502, H7 1.087, H8 1.088, H9 1.087
2 C -0.42428 -0.53732 0.62928  C1 1.502, O3 1.220, C4 1.557
3 O 0.55516 -1.16699 0.99332  C2 1.220
4 C -0.46666 1.00793 0.81380  C2 1.557, C5 1.503, O6 1.208
5 C 0.85336 1.62764 1.17913  C4 1.503, H10 1.088, H11 1.088, H12 1.087
6 O -1.51179 1.61236 0.77236  C4 1.208
7 H -2.52461 -0.65025 0.95697  C1 1.087
8 H -2.02378 -1.01330 -0.68512  C1 1.088
9 H -1.74685 -2.22002 0.58118  C1 1.087
10 H 1.49057 1.66706 0.29841  C5 1.088
11 H 1.34994 1.00971 1.92389  C5 1.088
12 H 0.70126 2.63526 1.55678  C5 1.087
13 C -0.07105 0.55216 -1.77507  C14 1.212, H16 1.050
14 C 0.70289 -0.37271 -1.65398  C13 1.212, N15 1.332
15 N 1.60370 -1.34791 -1.54086  C14 1.332, H17 1.019, H18 1.012
16 H -0.77978 1.27844 -2.04582  C13 1.050
17 H 1.49776 -1.86719 -0.67054  N15 1.019
18 H 2.56126 -1.05944 -1.69637  N15 1.012

natural (NBO) population analysis, charges in e, atoms 1 to 5:
1. C -0.731
2. C 0.531
3. O -0.595
4. C 0.518
5. C -0.729



Model C:
Here is the molecule C6H9NO2 from the OMol25 dataset. Energies are from the ωB97M-V functional and the def2-TZVPD basis.

SMILES string: C[C@@H](O)Nc1ccco1
Kohn-Sham gap, eV: 8.484
2S+1: 1
Molar mass, g/mol: 127.143

Last columns: bonded neighbours and bond lengths (Å).
CARTESIAN COORDINATES (ANGSTROEM)
1 C 1.93860 0.17201 1.09464  C2 1.539, H10 1.080, H11 1.042, H12 1.107
2 C 1.73205 0.08773 -0.42825  C1 1.539, O3 1.371, N4 1.474, H13 1.099
3 O 1.82788 -1.20988 -0.85949  C2 1.371, H14 0.958
4 N 0.57200 0.87406 -0.88522  C2 1.474, C5 1.365, H15 1.008
5 C -0.67836 0.37874 -0.65254  N4 1.365, C6 1.364, O9 1.382
6 C -1.84765 0.96612 -0.26715  C5 1.364, C7 1.425, H16 1.062
7 C -2.72777 -0.09236 0.09986  C6 1.425, C8 1.348, H17 1.098
8 C -1.96875 -1.20483 0.03794  C7 1.348, O9 1.326, H18 1.107
9 O -0.74500 -0.98165 -0.41993  C5 1.382, C8 1.326
10 H 2.07845 1.18478 1.44161  C1 1.080
11 H 1.09896 -0.20249 1.58590  C1 1.042
12 H 2.74745 -0.54035 1.34545  C1 1.107
13 H 2.60026 0.59375 -0.87283  C2 1.099
14 H 0.98382 -1.64437 -0.72771  O3 0.958
15 H 0.62703 1.88046 -0.91170  N4 1.008
16 H -2.15849 1.97892 -0.34706  C6 1.062
17 H -3.78065 -0.02996 0.40442  C7 1.098
18 H -2.29983 -2.21067 0.36204  C8 1.107

natural (NBO) population analysis, charges in e, atoms 1 to 5:
1. C -0.647
2. C 0.266
3. O -0.705
4. N -0.645
5. C 0.458



Here are the energies relative to the best structure, in hartree: model A 0.0226; model B 0.0422; model C 0.0000.



Model A:
Here is a 2-piece molecular cluster, C6H9NO2 overall from the OMol25 dataset. Energies are from the ωB97M-V functional and the def2-TZVPD basis.

SMILES string: C[C@@H]1C/C1=N\O.C=C=O
Kohn-Sham gap, eV: 10.087
2S+1: 1
Molar mass, g/mol: 127.143

Last columns: bonded neighbours and bond lengths (Å).
CARTESIAN COORDINATES (ANGSTROEM)
1 C 2.11749 2.11280 -0.79978  C2 1.558, H7 1.068, H8 1.041, H9 1.042
2 C 0.76850 1.40127 -0.48233  C1 1.558, C3 1.514, C4 1.525, H10 1.097
3 C 0.50397 0.73493 0.85144  C2 1.514, C4 1.513, H11 1.122, H12 1.069
4 C 0.61128 -0.11358 -0.39693  C2 1.525, C3 1.513, N5 1.250
5 N 0.70157 -1.19593 -1.01512  C4 1.250, O6 1.461
6 O 0.31892 -2.38258 -0.25417  N5 1.461, H13 0.981
7 H 2.29732 1.86366 -1.82288  C1 1.068
8 H 2.96416 1.92046 -0.22568  C1 1.041
9 H 1.91742 3.12060 -0.62442  C1 1.042
10 H -0.10804 1.92796 -0.88057  C2 1.097
11 H -0.57605 0.79004 1.15119  C3 1.122
12 H 1.31433 0.89882 1.52853  C3 1.069
13 H -0.10477 -2.90793 -0.96590  O6 0.981
14 C -2.53002 -2.07550 1.02485  C15 1.266, H17 1.144, H18 1.185
15 C -2.63539 -0.89666 0.57678  C14 1.266, O16 1.164
16 O -2.55005 0.12426 0.02466  C15 1.164
17 H -1.62753 -2.68881 0.68194  C14 1.144
18 H -3.38311 -2.63380 1.62840  C14 1.185

natural (NBO) population analysis, charges in e, atoms 1 to 5:
1. C -0.605
2. C -0.231
3. C -0.481
4. C 0.238
5. N -0.140



Model B:
Here is a 2-piece molecular cluster, C6H9NO2 overall from the OMol25 dataset. Energies are from the ωB97M-V functional and the def2-TZVPD basis.

SMILES string: CC1(C)OC1=O.C=C=N
Kohn-Sham gap, eV: 8.595
2S+1: 1
Molar mass, g/mol: 127.143

Last columns: bonded neighbours and bond lengths (Å).
CARTESIAN COORDINATES (ANGSTROEM)
1 C 0.78090 1.49345 -0.78367  C2 1.508, H7 1.091, H8 1.089, H9 1.088
2 C 1.39216 0.19566 -0.32026  C1 1.508, C3 1.508, O4 1.486, C5 1.512
3 C 2.84445 0.25121 0.08274  C2 1.508, H10 1.091, H11 1.089, H12 1.088
4 O 1.05526 -0.96333 -1.18636  C2 1.486, C5 1.319
5 C 0.59749 -1.03612 0.04850  C2 1.512, O4 1.319, O6 1.189
6 O 0.34876 -1.79852 0.92652  C5 1.189
7 H 1.38072 1.92705 -1.58549  C1 1.091
8 H 0.76970 2.20459 0.04102  C1 1.089
9 H -0.22812 1.34047 -1.16092  C1 1.088
10 H 3.46022 0.61480 -0.74067  C3 1.091
11 H 2.96045 0.92453 0.93028  C3 1.089
12 H 3.20531 -0.73501 0.36679  C3 1.088
13 C -3.72508 -0.04809 0.85925  C14 1.296, H16 1.077, H17 1.076
14 C -2.79893 -0.87399 0.48506  C13 1.296, N15 1.219
15 N -2.26636 -1.81651 -0.07486  C14 1.219, H18 1.011
16 H -4.57018 0.24402 0.25830  C13 1.077
17 H -3.75333 0.47868 1.79656  C13 1.076
18 H -1.45340 -2.40288 0.05720  N15 1.011

natural (NBO) population analysis, charges in e, atoms 1 to 5:
1. C -0.638
2. C 0.139
3. C -0.642
4. O -0.462
5. C 0.801



Model C:
Here is the molecule C6H9NO2 from the OMol25 dataset. Energies are from the ωB97M-V functional and the def2-TZVPD basis.

SMILES string: C=C(CC(C)=O)C(N)=O
Kohn-Sham gap, eV: 9.212
2S+1: 1
Molar mass, g/mol: 127.143

Last columns: bonded neighbours and bond lengths (Å).
CARTESIAN COORDINATES (ANGSTROEM)
1 C -0.78094 0.86211 -1.08230  C2 1.379, H10 1.080, H11 1.080
2 C -0.62397 0.75182 0.28330  C1 1.379, C3 1.441, C7 1.516
3 C 0.68747 0.70849 0.87854  C2 1.441, C4 1.826, H12 1.085, H13 1.084
4 C 0.83795 -0.61463 -0.37095  C3 1.826, C5 1.508, O6 1.211
5 C 2.00654 -0.25521 -1.25288  C4 1.508, H14 1.090, H15 1.085, H16 1.090
6 O 0.52630 -1.75437 -0.10423  C4 1.211
7 C -1.78384 0.20285 1.09036  C2 1.516, N8 1.345, O9 1.218
8 N -1.76470 -1.11336 1.36803  C7 1.345, H17 1.008, H18 1.015
9 O -2.67923 0.97318 1.38847  C7 1.218
10 H -0.15401 1.51393 -1.67224  C1 1.080
11 H -1.74616 0.63635 -1.51194  C1 1.080
12 H 0.73007 0.36557 1.90663  C3 1.085
13 H 1.38391 1.48268 0.57894  C3 1.084
14 H 2.03436 -0.94908 -2.09242  C5 1.090
15 H 1.95680 0.76485 -1.61930  C5 1.085
16 H 2.92815 -0.37008 -0.68291  C5 1.090
17 H -2.53919 -1.50140 1.88334  N8 1.008
18 H -1.01951 -1.70367 1.01156  N8 1.015

natural (NBO) population analysis, charges in e, atoms 1 to 5:
1. C -0.463
2. C 0.015
3. C -0.532
4. C 0.654
5. C -0.699



Here are the energies relative to the best structure, in hartree: model A 0.1138; model B 0.0563; model C 0.0000.